Record 1
Molecular formula: C21H43ClN2O9
Method: DFT, ωB97M-V/def2-TZVPD

- Charge: 0
- Largest force on an atom: 4.77 eV Å⁻¹
- DFT total energy: -56400.6939 eV
- HOMO: -8.32 eV
- Spin multiplicity: 1
- SMILES: CC[C@H](Cl)[C@]1(CCOC=O)COC(=O)O1.COCCNCCOC.COCCNCCOC
- Gap between HOMO and LUMO: 8.7450 eV

The geometry in XYZ format:
```
76
Properties=species:S:1:pos:R:3:lowdin_charge:R:1
H 0.423 1.036 -3.426 0.11
H -3.248 -6.108 4.145 0.08
C 0.230 1.733 2.009 -0.05
C -0.967 -2.742 5.222 -0.20
C -0.779 3.958 1.532 -0.10
O 0.280 3.001 -0.239 0.01
H 0.313 2.416 2.888 0.13
H -4.034 -2.072 3.850 0.09
H -0.925 -0.754 4.466 0.11
O 0.891 0.180 -5.191 -0.18
H 1.453 -0.119 -1.256 0.14
H 2.235 2.200 1.309 0.13
H 2.478 2.198 -6.283 0.07
H -1.225 3.961 2.545 0.15
H -3.239 -5.839 6.691 0.12
H 1.656 -1.356 -6.288 0.09
H 2.125 0.662 -3.579 0.10
C -1.813 1.900 0.305 -0.52
O 2.796 1.290 -0.900 0.10
H -2.187 -4.237 4.610 0.07
C 2.017 0.479 -0.496 -0.34
H -3.754 -2.104 2.100 0.08
C 1.262 1.050 -4.131 -0.22
C -4.275 -6.123 4.524 -0.12
O -4.547 -4.969 5.301 -0.20
H 1.540 3.136 -3.675 0.12
H 2.854 -0.543 -5.267 0.09
H 3.940 1.601 -4.384 0.11
O 1.793 0.156 0.814 -0.03
H 2.169 1.021 2.634 0.14
H -2.494 -1.163 5.119 0.11
O 4.908 1.529 -6.777 -0.20
H 5.943 2.622 -5.407 0.12
H -4.490 -4.764 7.324 0.12
H 4.048 3.353 -4.104 0.13
C -0.501 2.554 0.879 -0.41
C 4.592 1.867 -8.115 -0.12
C -1.497 -0.694 0.565 -0.09
N -1.773 -3.932 5.483 -0.05
H -3.431 -2.830 6.213 0.11
H -3.285 -3.498 3.062 0.08
H -1.367 4.676 0.917 0.12
C -3.349 -2.408 3.067 -0.09
H -0.444 -1.048 0.659 0.07
H -2.031 -1.526 0.048 0.08
H -4.443 -7.034 5.106 0.09
H -2.394 -3.574 7.450 0.12
H -0.137 -3.059 4.584 0.12
H 2.242 0.233 -6.763 0.07
H -2.594 1.851 1.093 0.12
N 2.563 2.794 -5.469 -0.05
C -1.570 0.542 -0.413 -0.24
O 0.578 4.467 1.401 0.02
C -2.837 -3.718 6.461 -0.21
H -0.661 0.632 -1.047 0.09
C 3.876 2.586 -4.863 -0.21
H 4.642 0.957 -8.713 0.09
H 4.927 3.604 -6.467 0.12
H -1.920 -0.495 1.584 0.06
H -0.526 -2.398 6.163 0.12
C 4.973 2.663 -5.912 -0.21
H -4.956 -6.124 3.674 0.09
H -0.380 0.875 2.378 0.11
C -3.782 -4.908 6.503 -0.21
H 3.578 2.274 -8.188 0.08
C 1.450 2.505 -4.565 -0.19
C 1.979 -0.387 -5.902 -0.10
O 1.372 4.952 -0.677 0.24
C 1.689 1.305 1.668 -0.14
C -1.659 -1.564 4.533 -0.21
H -2.448 0.368 -1.076 0.10
O -2.058 -1.832 3.196 -0.23
C 0.826 4.244 0.040 -0.54
Cl -2.473 3.084 -0.944 0.64
H 0.538 2.819 -5.081 0.12
H 5.312 2.587 -8.516 0.09
```

---

Record 2
Molecular formula: Cu2I
Method: DFT, ωB97M-V/def2-TZVPD

- Charge: +1
- Largest force on an atom: 2.48 eV Å⁻¹
- DFT total energy: -97371.8136 eV
- HOMO: -13.66 eV
- Spin multiplicity: 1
- Gap between HOMO and LUMO: 7.5722 eV

The geometry in XYZ format:
```
3
Properties=species:S:1:pos:R:3:lowdin_charge:R:1
Cu 0.196 0.881 -1.712 0.37
I 1.283 -0.608 0.452 0.22
Cu -1.479 -0.273 1.260 0.41
```

---

Record 3
Molecular formula: C10H12BBa2Br6O8
Method: DFT, ωB97M-V/def2-TZVPD

- Charge: +3
- Largest force on an atom: 5.06 eV Å⁻¹
- DFT total energy: -449237.9392 eV
- HOMO: -12.58 eV
- Spin multiplicity: 1
- Gap between HOMO and LUMO: 1.8553 eV

The geometry in XYZ format:
```
39
Properties=species:S:1:pos:R:3:lowdin_charge:R:1
C -8.090 11.264 -0.795 -0.28
Ba -11.885 16.445 -0.224 1.92
Br -6.466 1.078 -1.500 0.61
H -10.750 13.366 -7.822 0.05
H -14.301 9.724 4.157 0.05
Br -13.206 13.473 -8.398 0.56
H -12.399 10.150 2.730 0.05
C -11.570 13.856 -7.297 -0.61
C -6.110 8.687 2.403 -0.39
H -7.451 3.356 -2.986 0.04
Br -13.629 7.452 3.482 0.66
H -15.315 9.297 2.732 0.06
C -7.168 7.722 1.933 -0.37
O -5.459 8.621 3.442 0.07
H -4.922 3.048 -1.127 0.06
H -11.764 11.935 -6.129 0.05
O -7.488 6.685 2.554 0.12
C -14.319 9.256 3.173 -0.71
O -8.172 10.601 0.382 0.21
C -11.565 12.991 -5.945 -0.59
O -7.724 8.169 0.832 0.23
C -7.026 10.525 -1.647 -0.35
H -11.575 14.946 -7.294 0.04
B -7.194 9.540 0.492 -0.81
H -13.126 9.448 1.286 0.06
O -6.639 10.817 -2.750 0.16
O -8.744 12.315 -1.076 0.03
H -10.553 13.079 -5.549 0.06
C -13.346 9.937 2.234 -0.67
Ba -3.331 11.660 6.672 1.98
Br -5.303 2.945 -4.374 0.52
O -6.470 9.582 -0.825 0.20
H -6.403 4.688 -2.862 0.05
C -6.405 3.599 -2.800 -0.64
Br -13.114 13.590 -4.806 0.48
H -6.567 3.360 -0.663 0.04
Br -14.147 11.689 1.731 0.52
O -6.233 9.733 1.617 0.21
C -5.953 2.956 -1.468 -0.68
```